Molecular formula: C28H24KN2O8PS3
Method: DFT, the ωB97M-V functional and the def2-TZVPD basis

```
! wB97M-V def2-TZVPD RIJCOSX def2/J DEFGRID3
* xyz -2 1
K 0.2245 -1.6303 -1.3703
O 1.1434 0.2220 -2.8213
S 2.5193 0.0956 -2.3429
O 3.5232 0.1200 -3.3849
O 2.6669 -0.9858 -1.3652
C 2.7816 1.5879 -1.3723
C 4.0841 2.0711 -1.3269
C 4.4033 3.1837 -0.5632
C 3.4132 3.8260 0.1593
C 2.1098 3.3536 0.1051
C 1.7619 2.2397 -0.6546
P 0.0132 1.6046 -0.6630
C -0.7278 2.5390 0.7304
C -0.7628 1.8405 1.9392
C -1.3051 2.4346 3.0728
C -1.8323 3.7159 3.0078
C -1.8157 4.4100 1.8042
C -1.2646 3.8246 0.6723
C -0.6967 2.5332 -2.0898
C -2.0664 2.4022 -2.3107
C -2.6861 3.0417 -3.3729
C -1.9376 3.8154 -4.2504
C -0.5698 3.9341 -4.0558
C 0.0436 3.2944 -2.9858
H 4.8393 1.5584 -1.9062
H 5.4242 3.5462 -0.5322
H 3.6410 4.6950 0.7651
H 1.3401 3.8613 0.6713
H -0.3983 0.8156 2.0055
H -1.3239 1.8684 3.9954
H -2.2658 4.1727 3.8904
H -2.2304 5.4098 1.7418
H -1.2499 4.3693 -0.2618
H -2.6560 1.7749 -1.6511
H -3.7522 2.9189 -3.5211
H -2.4143 4.3091 -5.0891
H 0.0344 4.5163 -4.7406
H 1.1139 3.3831 -2.8550
O 0.1347 -1.1510 3.2199
C 0.3003 -1.7584 2.1460
O -0.0913 -1.4383 1.0011
C 1.0637 -3.0801 2.2011
C 0.9134 -3.9075 3.3110
C 1.5475 -5.1375 3.3784
C 2.3528 -5.4955 2.3167
C 2.5439 -4.7040 1.2027
C 1.8855 -3.4814 1.1474
N 3.0797 -6.8072 2.3922
O 2.9318 -7.4837 3.3956
O 3.8033 -7.1176 1.4681
H 0.2903 -3.5624 4.1250
H 1.4324 -5.7997 4.2222
H 3.1865 -5.0287 0.3993
H 2.0435 -2.8423 0.2862
C -4.5006 -0.6803 -0.4362
S -2.8022 -0.9178 0.0455
C -2.9359 -2.6435 0.4842
O -2.0293 -0.8886 -1.2660
H -4.7674 -1.4016 -1.2093
H -4.5924 0.3312 -0.8280
H -5.1364 -0.7922 0.4413
H -3.8941 -2.8147 0.9725
H -2.1094 -2.9107 1.1339
H -2.8611 -3.2135 -0.4422
S -2.7491 -6.3381 -1.2143
C -1.4981 -5.2032 -1.4092
N -0.6673 -4.4040 -1.5584
*
```

Calculated values
E_HOMO (eV): -2.6
LUMO energy (eV): 4.02

These are the natural (NBO) partial charges, in e, on atoms 1 to 5: 0.897, -1.034, 2.413, -1.002, -1.035


Molecular formula: H2NPS2
Method: DFT, the ωB97M-V functional and the def2-TZVPD basis

```
! wB97M-V def2-TZVPD RIJCOSX def2/J DEFGRID3
* xyz 0 3
N -0.6377 -0.1931 0.3964
P 1.5182 0.3121 -1.4513
S 2.1036 -0.7220 0.0395
S -0.6282 1.3045 -0.3342
H -1.4617 -0.6096 -0.0475
H -0.8941 -0.0919 1.3971
*
```

Calculated values
E_HOMO (alpha / beta) (eV): -7.0 / -9.3
LUMO energy (alpha / beta) (eV): -0.32 / -2.84

These are the natural (NBO) partial charges, in e, on atoms 1 to 5: -0.915, 0.219, -0.317, 0.245, 0.383


Molecular formula: C4H8AgCl4F18OP3V
Method: DFT, the ωB97M-V functional and the def2-TZVPD basis

```
! wB97M-V def2-TZVPD RIJCOSX def2/J DEFGRID3
* xyz 0 2
Ag -0.1502 -0.9811 1.9329
O -2.4525 1.8382 -2.1161
V -1.3917 0.8532 -2.6096
P -0.6983 1.0741 -5.4286
F 0.1825 -0.1986 -5.2588
F -1.4020 0.6471 -6.6816
F -1.8313 0.2154 -4.3816
F -1.5737 2.3078 -5.2087
F -0.0313 1.5270 -3.7794
F 0.5536 1.7765 -5.9222
P -2.7422 -1.4579 -0.3957
F -2.0939 -0.1839 0.3882
F -3.9837 -0.4680 -0.7856
F -1.9012 -0.8158 -1.8454
F -3.1547 -2.6539 -1.3301
F -1.3806 -2.2993 0.0424
F -3.4274 -2.1095 0.9019
P 1.6250 1.3044 -0.4072
F 0.4807 1.1834 0.7540
F 2.7551 1.4757 0.5827
F 1.7003 -0.3101 -0.2423
F 2.3336 1.2855 -1.7781
F 0.1825 0.7694 -1.4028
F 1.2189 2.8051 -0.6464
Cl 2.4042 -2.1169 2.9712
C 4.0377 -1.6657 2.2853
C 5.0590 -2.4652 3.1110
Cl 5.4179 -1.6006 4.6551
H 4.4272 -0.6490 2.3145
H 3.8933 -1.9430 1.2571
H 6.0447 -2.5111 2.6686
H 4.6108 -3.4647 3.3301
Cl -1.8535 -0.7401 3.9977
C -2.8409 0.5900 3.2251
C -1.8792 1.5986 2.6159
Cl -2.6373 2.8461 1.5473
H -3.4004 1.0510 3.9965
H -3.5110 0.2130 2.4577
H -1.2622 1.1711 1.8273
H -1.3279 2.1020 3.3576
*
```

Calculated values
E_HOMO (alpha / beta) (eV): -11.1 / -11.1
LUMO energy (alpha / beta) (eV): -0.69 / -0.69

These are the natural (NBO) partial charges, in e, on atoms 1 to 5: 0.891, -0.382, 1.588, 2.655, -0.556


Molecular formula: C6H12ClNO
Method: DFT, the ωB97M-V functional and the def2-TZVPD basis

```
! wB97M-V def2-TZVPD RIJCOSX def2/J DEFGRID3
* xyz 0 3
C -1.5302 1.1531 -2.0383
C 0.4102 0.4111 -0.5552
C 0.6230 0.3973 0.7524
C -0.9483 0.3158 -1.1447
C 1.5387 0.5688 -1.5578
C -0.0801 -0.4069 3.0114
N -0.2981 0.4487 1.7873
O 1.8688 0.4171 1.2504
Cl -1.7383 -3.4547 -1.7620
H -1.0581 2.0961 -2.4725
H -2.4346 0.8959 -2.4812
H -0.8270 -3.5682 -2.6254
H -1.4283 -0.5743 -0.6710
H -1.3258 0.6682 1.6806
H 1.2250 -0.0252 -2.4252
H 2.5703 0.2795 -1.2469
H 1.7545 1.6378 -1.7161
H -0.1654 0.3402 3.8013
H -0.8356 -1.0283 3.1260
H 0.9399 -0.9612 3.0981
H 1.7395 0.3892 2.1889
*
```

Calculated values
E_HOMO (alpha / beta) (eV): -3.9 / -8.3
LUMO energy (alpha / beta) (eV): 0.59 / -1.51

These are the Mulliken partial charges, in e, on atoms 1 to 5: -1.037, 0.711, 0.494, -0.516, -1.339


Molecular formula: C3H2NO3
Method: DFT, the ωB97M-V functional and the def2-TZVPD basis

```
! wB97M-V def2-TZVPD RIJCOSX def2/J DEFGRID3
* xyz -1 1
C 0.2361 -0.9679 -0.8900
C -0.6493 1.3083 0.3693
C 0.4798 0.2119 0.0238
N 0.1071 -1.1855 0.3730
O -1.6480 0.8269 0.8441
O 0.1118 -1.5309 -1.9453
O -0.2694 2.4237 0.0434
H 1.4489 0.6604 -0.0117
H 0.1830 -1.7469 1.1933
*
```

Calculated values
E_HOMO (eV): -4.1
SMILES: O=C([O-])[C@H]1NC1=O
LUMO energy (eV): 4.02

These are the natural (NBO) partial charges, in e, on atoms 1 to 5: 0.689, 0.762, -0.264, -0.618, -0.744


> What is the formula in the fourth record?

C6H12ClNO


What did the fifth record say?
Molecular formula: C3H2NO3
Method: DFT, the ωB97M-V functional and the def2-TZVPD basis

```
! wB97M-V def2-TZVPD RIJCOSX def2/J DEFGRID3
* xyz -1 1
C 0.2361 -0.9679 -0.8900
C -0.6493 1.3083 0.3693
C 0.4798 0.2119 0.0238
N 0.1071 -1.1855 0.3730
O -1.6480 0.8269 0.8441
O 0.1118 -1.5309 -1.9453
O -0.2694 2.4237 0.0434
H 1.4489 0.6604 -0.0117
H 0.1830 -1.7469 1.1933
*
```

Calculated values
E_HOMO (eV): -4.1
SMILES: O=C([O-])[C@H]1NC1=O
LUMO energy (eV): 4.02

These are the natural (NBO) partial charges, in e, on atoms 1 to 5: 0.689, 0.762, -0.264, -0.618, -0.744